Run A
# C2H7N3O3

A 2-piece molecular cluster, C2H7N3O3 overall (wB97M-V/def2-TZVPD, the Open Molecules 2025 dataset).

Values from the calculation:
E_HOMO in eV: -8.68
Charge: 0

Last column: Löwdin charge in e.
Atoms and positions in Å:
C  -0.47007  0.94390  1.22716  -0.403
C  0.35704  -0.62051  0.15717  -0.484
N  -0.87427  -1.01822  -0.31183  0.059
N  1.18307  -0.23282  -0.90035  -0.016
N  0.67494  0.95735  -1.57713  0.041
O  -1.52905  1.37911  0.59576  0.080
O  0.09990  1.34342  2.22167  0.074
O  1.00416  -1.55058  1.11733  -0.008
H  -1.55818  0.86654  -0.27251  0.114
H  -1.17515  -1.48254  0.51926  0.101
H  2.10420  0.12253  -0.74739  0.117
H  -0.06139  0.76523  -2.18847  0.049
H  0.33076  1.51547  -0.80414  0.052
H  -0.90315  -1.71255  -1.07711  0.126
H  0.81718  -1.27634  2.04057  0.099

---

Run B
# C2H7N3O3

C2H7N3O3 as an isolated structure (wB97M-V/def2-TZVPD, the Open Molecules 2025 dataset).

Values from the calculation:
E_HOMO in eV: -7.51
Charge: 0

Last column: Löwdin charge in e.
Atoms and positions in Å:
C  -1.12961  0.06622  -0.39110  -0.453
N  1.16614  0.43625  0.20769  -0.229
C  0.00923  -0.71756  -0.07853  -0.345
N  1.41429  0.67252  1.57178  0.090
N  -2.18309  -0.55444  -1.09198  0.090
O  2.33181  0.02632  -0.50337  -0.012
O  -1.57334  1.05207  0.49185  -0.011
O  0.40824  -1.82196  -0.38086  0.061
H  2.17369  -0.91971  -0.71389  0.089
H  -2.19428  0.64162  1.11324  0.108
H  0.25328  0.93292  -0.53331  0.245
H  1.90037  -0.13376  1.96550  0.100
H  2.01519  1.48652  1.65243  0.093
H  -2.73275  0.12566  -1.60334  0.090
H  -1.85917  -1.29267  -1.70611  0.086

---

Most stable = run A

---

Run A
# C5H15N3O

A 3-piece molecular cluster, C5H15N3O overall (wB97M-V/def2-TZVPD, the Open Molecules 2025 dataset).

Values from the calculation:
SMILES: C=NN(C)C.C=N.CO
E_HOMO in eV: -8.25
Charge: 0

Last column: Löwdin charge in e.
Atoms and positions in Å:
C  -2.47043  1.46726  0.51111  -0.127
C  -2.01206  -1.00659  -0.97387  -0.159
N  -1.18353  1.80162  0.55889  -0.042
O  -1.98711  -0.42100  0.31669  -0.254
H  -0.86897  2.19853  -0.32442  0.044
H  -1.06946  0.30960  0.45138  0.120
H  -2.97234  1.27961  1.45400  0.089
H  -3.11653  1.64114  -0.35198  0.099
H  -3.03017  -1.32766  -1.20807  0.078
H  -1.67219  -0.29515  -1.73904  0.078
H  -1.34062  -1.86743  -0.99590  0.068
C  1.08167  -0.89746  1.67029  -0.076
C  1.98209  0.93723  0.27890  -0.092
N  1.28493  -0.33094  0.34910  -0.314
C  2.00488  -1.02373  -1.72048  -0.064
N  1.37876  -1.24910  -0.63001  -0.024
H  2.03350  -1.15632  2.15248  0.081
H  0.47840  -1.79752  1.57802  0.081
H  0.54784  -0.17822  2.29168  0.077
H  1.62965  1.56304  1.09522  0.077
H  1.74080  1.44976  -0.65390  0.071
H  3.07294  0.81092  0.33312  0.090
H  2.01618  -1.82633  -2.44469  0.050
H  2.47177  -0.08127  -1.99851  0.048

---

Run B
# C5H15N3O

A 3-piece molecular cluster, C5H15N3O overall (wB97M-V/def2-TZVPD, the Open Molecules 2025 dataset).

Values from the calculation:
E_HOMO (alpha / beta) in eV: -7.73 / -7.30
Charge: 0

Last column: Löwdin charge in e.
Atoms and positions in Å:
C  0.05462  0.44063  -0.02772  -0.290
C  -1.22131  1.07962  0.47738  -0.112
C  0.66488  1.16483  -1.20995  -0.094
N  1.42074  1.14365  1.56395  -0.064
N  0.91988  1.06827  2.81813  -0.054
H  1.31825  2.11327  1.25893  0.057
H  0.68991  -0.18032  0.62537  0.091
H  1.02293  0.14290  3.22020  0.089
H  0.00449  1.47753  2.99752  0.082
H  -1.07110  2.14234  0.68647  0.075
H  -2.00740  1.05971  -0.27481  0.074
H  -1.59303  0.57483  1.36660  0.068
H  0.87055  2.21371  -0.97211  0.072
H  -0.02914  1.20916  -2.04907  0.077
H  1.60026  0.70565  -1.52709  0.074
C  0.68915  -2.15003  -1.11084  -0.020
C  -0.57950  -1.39329  -0.74985  -0.619
O  -1.11920  -1.93299  0.41779  -0.011
N  -1.48688  -1.06687  -1.65242  0.112
H  -2.07698  -1.82136  0.33853  0.103
H  -1.07066  -0.95088  -2.57278  0.047
H  1.28714  -1.58925  -1.82341  0.070
H  1.29414  -2.34795  -0.22530  0.084
H  0.41828  -3.10317  -1.57551  0.089

---

Run C
# C5H15N3O

A 2-piece molecular cluster, C5H15N3O overall (wB97M-V/def2-TZVPD, the Open Molecules 2025 dataset).

Values from the calculation:
SMILES: CC(=O)N(N)N.CCC
E_HOMO in eV: -9.74
Charge: 0

Last column: Löwdin charge in e.
Atoms and positions in Å:
C  1.81752  0.12116  0.97141  -0.317
C  -1.23976  1.20468  -1.75591  -0.006
C  1.42651  -1.27331  0.49563  -0.128
C  2.84165  0.76116  0.04281  -0.119
C  -1.52230  1.00847  -0.29175  -0.532
O  -1.42296  1.86767  0.56212  0.039
H  2.23354  0.05556  1.97937  0.102
H  -0.93638  2.23387  -1.92221  0.083
H  -2.12986  0.97917  -2.33654  0.079
H  -0.45036  0.52819  -2.07136  0.071
H  1.00374  -1.22730  -0.50636  0.057
H  2.29953  -1.92260  0.46606  0.072
H  0.69295  -1.72055  1.16388  0.059
H  2.43602  0.85700  -0.96217  0.066
H  3.11170  1.75260  0.39774  0.069
H  3.74402  0.15482  -0.00788  0.070
N  -1.91437  -0.24623  0.04990  -0.235
N  -2.02824  -1.27308  -0.87953  0.068
N  -2.18539  -0.58083  1.39551  0.086
H  0.93303  0.75897  1.01882  0.079
H  -2.97794  -1.64202  -0.87833  0.093
H  -1.39602  -2.03480  -0.63726  0.082
H  -1.37547  -0.34734  1.96848  0.078
H  -2.96115  -0.01526  1.73756  0.088

---

Most stable = run C

---

Run A
# C4H2O3

A 2-piece molecular cluster, C4H2O3 overall (wB97M-V/def2-TZVPD, the Open Molecules 2025 dataset).

Values from the calculation:
Expectation value of S²: 2.018
2S+1: 3
E_HOMO (alpha / beta) in eV: -7.16 / -10.60
Charge: 0

Last column: Löwdin charge in e.
Atoms and positions in Å:
C  0.61327  1.74870  -0.27156  -0.228
C  1.21341  1.01285  0.55273  -0.055
C  -2.24664  -1.38985  -1.17543  -0.403
C  1.47567  -0.05755  1.27759  -0.018
O  0.26123  2.57075  -1.00841  0.168
O  -3.05104  -1.37674  -2.00701  0.215
O  -1.43234  -1.41437  -0.34683  0.193
H  2.05007  0.00006  2.12681  0.017
H  1.11637  -1.09384  0.85209  0.111

---

Run B
# C4H2O3

C4H2O3 in the gas phase (wB97M-V/def2-TZVPD, the Open Molecules 2025 dataset).

Values from the calculation:
Expectation value of S²: 2.006
2S+1: 3
E_HOMO (alpha / beta) in eV: -7.90 / -9.96
Charge: 0

Last column: Löwdin charge in e.
Atoms and positions in Å:
C  -0.85528  -1.71442  1.17247  0.046
C  -0.21730  -0.58934  0.50309  -0.175
C  1.25725  1.07574  -1.05250  -0.152
C  0.22090  -0.02183  -0.82191  -0.088
O  1.48754  2.18886  -0.85480  0.134
O  -1.14231  -0.86391  2.19914  -0.035
O  -0.56636  0.26552  1.57353  0.015
H  0.44157  -0.87524  -1.46345  0.117
H  -0.62601  0.53462  -1.25557  0.138

---

Most stable = run A